ORCA calculation (ωB97M-V/def2-TZVPD) on the ion C7H7N2O4S with charge -1.

```
21
Properties=species:S:1:pos:R:3
N 2.19705 0.14452 0.88436
S 1.49918 1.31359 0.09688
O 1.48148 2.66276 0.75900
O 2.14916 1.36904 -1.19456
C -0.22997 0.82173 -0.03658
C -1.25935 1.74349 -0.41206
C -2.53800 1.19602 -0.34227
C -2.80248 -0.13638 -0.07668
C -1.79706 -1.05680 0.15331
C -0.49227 -0.54796 0.18909
C 0.73329 -1.36283 0.47852
O 0.93859 -2.08553 1.41493
N 1.29975 -1.53203 -0.85266
O 2.61685 -1.99645 -0.90973
H 1.96343 0.05485 1.84070
H -1.24106 2.80644 -0.36674
H -3.39904 1.76634 -0.64008
H -3.74888 -0.52706 0.02015
H -1.86128 -2.08758 0.48214
H 1.47452 -0.57955 -1.46078
H 3.01608 -1.96660 -0.02694
```

Properties
Total charge ... -1
LUMO energy ... 3.3 eV
E_HOMO ... -0.1780 Ha
Molecular weight ... 215.21 g/mol
Energy relative to the best compared isomer or geometry (same formula, charge and spin) ... 0.019 eV
Multiplicity ... 1
Orbital gap ... 8.1 eV

***

ORCA calculation (ωB97M-V/def2-TZVPD) on an isolated molecule of C7H7N3O2S.

```
20
Properties=species:S:1:pos:R:3
C 2.77190 0.26663 0.99518
C 1.93336 -0.71459 0.20425
C 2.38031 -1.76380 -0.42030
O 2.75361 -2.71277 -0.98707
C 0.41901 -0.70911 0.14781
C -0.03320 -0.32213 -1.27146
O -1.20129 -0.75580 -1.83657
N -0.18782 0.57930 -0.19526
C -1.53347 0.89602 0.08784
N -2.12645 0.71777 1.23270
C -3.36374 1.15718 1.23942
N -3.90569 1.53960 0.03817
S -2.83385 1.49447 -1.13227
H 2.45027 0.35953 2.16112
H 2.79042 1.30736 0.73719
H 3.85049 -0.01427 0.80057
H -0.14250 -1.46522 0.60668
H 0.80894 -0.06214 -1.93686
H -0.93053 -1.23084 -2.60144
H -3.89978 1.43278 2.13030
```

Properties
LUMO energy ... 0.4 eV
E_HOMO ... -0.3126 Ha
Molecular weight ... 197.22 g/mol
Energy relative to the best compared isomer or geometry (same formula, charge and spin) ... 2.681 eV
Multiplicity ... 1
Orbital gap ... 8.9 eV

***

Which of these has the highest orbital gap? C7H7N3O2S